Entry from the OMol25 dataset: 2 unconnected molecules or ions with the total composition H3PS2 (ωB97M-V/def2-TZVPD).

As for the total charge: 0. The HOMO-LUMO gap (spin up / spin down) comes out at 7.08 / 7.06 eV. The value obtained for the LUMO energy (spin up / spin down) is -2.2 / -2.3 eV. The HOMO energy (spin up / spin down) comes out at -9.25 / -9.40 eV. Its spin multiplicity is 1. The total energy comes out at -31005.2788 eV.

CARTESIAN COORDINATES (ANGSTROEM)
S: 0.20534 -1.37788 0.40438
S: 1.81646 0.71666 1.90829
P: -0.88858 -0.11158 -0.74268
H: -2.12212 -0.85359 -0.79045
H: 1.36075 1.96468 1.34957
H: -0.37184 -0.33828 -2.12911